11
Properties=species:S:1:pos:R:3 method="wB97M-V/def2-TZVPD" multiplicity=1 e_above_lowest_kj_mol=20.5 homo_lumo_gap_ev=7.90 energy_ha=-230.8769 homo_energy_ha=-0.1164 total_charge=-1
C 0.15343 0.73159 0.78926
O -0.07451 1.04423 -0.54029
C -0.79588 -0.39428 1.26777
H 0.13050 1.68414 1.38287
H 1.19162 0.35315 0.96114
H -0.35442 -1.30606 0.87605
H -1.71919 -0.21979 0.68936
H -1.00618 -0.43794 2.34314
H 0.26371 -0.16896 -1.12387
H 1.51166 -1.21486 -1.30208
O 0.58511 -1.14406 -1.52136

***

14
Properties=species:S:1:pos:R:3 method="wB97M-V/def2-TZVPD" multiplicity=1 e_above_lowest_kj_mol=481.9 homo_lumo_gap_ev="7.09 / 7.10" energy_ha=-680.7987 homo_energy_ha="-0.2541 / -0.2541" total_charge=0
C 0.47011 -0.58291 0.94276
C -0.21639 -1.84444 -2.17960
C 0.40863 1.85146 1.16285
N 0.70631 -0.93128 -0.20623
N 0.98593 -1.63703 -1.20047
N 0.39520 0.48205 1.65151
S 2.46070 -2.29962 -1.78248
H -0.06111 -2.66367 -2.88770
H -0.97050 -2.16265 -1.52412
H -0.33453 -0.86605 -2.69500
H -0.56249 2.26254 1.08614
H 1.11035 2.36618 1.87083
H 1.02673 1.88434 0.23945
H 0.34812 0.46201 2.63278

***

81
Properties=species:S:1:pos:R:3 method="wB97M-V/def2-TZVPD" multiplicity=1 e_above_lowest_kj_mol=13.8 homo_lumo_gap_ev=8.15 smiles=Cc1c(C)c2c(c(C)c1O)CC[C@](C)(CCC[C@H](C)CCC[C@H](C)CCCC(C)C)O2 energy_ha=-1285.5409 homo_energy_ha=-0.2772 total_charge=0
C 2.02099 -1.50426 6.84638
C 2.13470 -0.94375 5.46074
C 1.52056 -1.57508 4.38760
C 1.65406 -1.04421 3.09926
C 2.39723 0.11424 2.87961
C 2.97836 0.77384 3.96494
C 2.85779 0.23001 5.24256
O 3.44780 0.82422 6.33053
H 3.97316 1.57388 6.03190
C 3.73959 2.06482 3.79027
H 3.42935 2.79920 4.53621
H 3.55543 2.50312 2.81590
H 4.81531 1.90207 3.88775
C 2.57788 0.63659 1.47546
C 2.13991 -0.39547 0.44208
H 2.02399 0.06989 -0.53787
C 0.83034 -1.07432 0.85921
C 0.47241 -2.17021 -0.14652
H -0.32667 -2.78990 0.24808
H 1.33682 -2.80541 -0.32334
H 0.15881 -1.72874 -1.08773
C -0.30798 -0.04413 0.99782
C -1.64903 -0.67777 1.36350
H -1.48422 -1.37238 2.19041
C -2.69427 0.34838 1.80558
H -3.62672 -0.18165 2.01647
H -2.35962 0.80538 2.74063
C -2.98707 1.47419 0.80330
C -4.05578 2.39630 1.38923
H -4.21348 3.26384 0.75424
H -3.75589 2.74720 2.37451
H -5.00046 1.86558 1.48912
C -3.41782 0.92484 -0.55963
C -3.60974 2.00950 -1.62192
H -2.84024 2.77467 -1.50033
C -3.53876 1.43755 -3.04082
H -4.11813 0.51172 -3.06787
C -2.10279 1.16019 -3.51305
C -1.43900 2.45377 -3.98056
H -0.37556 2.31001 -4.15306
H -1.55253 3.23490 -3.23252
H -1.89574 2.80001 -4.90574
C -2.11736 0.10429 -4.62541
C -0.74245 -0.28282 -5.17467
H -0.26938 0.59217 -5.61945
H -0.89153 -1.01464 -5.97320
C 0.17476 -0.89530 -4.11730
H 0.45193 -0.13659 -3.38234
H -0.37753 -1.68149 -3.59511
C 1.45619 -1.50445 -4.69733
C 2.20477 -2.27755 -3.61239
H 1.58025 -3.06693 -3.20023
H 3.10540 -2.73165 -4.01948
H 2.49397 -1.61084 -2.80250
C 2.36891 -0.43552 -5.29411
H 1.88984 0.06885 -6.12886
H 2.62514 0.30708 -4.54075
H 3.29059 -0.88576 -5.65631
H 1.17672 -2.20623 -5.49160
H -2.60310 -0.79684 -4.24104
H -2.72843 0.47898 -5.45097
H -1.53274 0.76304 -2.66804
H -4.00623 2.13433 -3.74010
H -4.57774 2.49311 -1.48195
H -4.34502 0.35862 -0.44506
H -2.65376 0.23284 -0.91294
H -2.07243 2.06069 0.66327
H -2.03497 -1.25325 0.52205
H -0.38787 0.50727 0.05985
H -0.04157 0.65881 1.78919
O 1.03293 -1.74230 2.09761
H 2.90526 -1.17164 0.36452
H 3.63078 0.87517 1.30659
H 2.00647 1.56138 1.34344
C 0.72517 -2.82791 4.60315
H 1.35680 -3.61438 5.01414
H 0.30857 -3.17148 3.66206
H -0.08556 -2.64819 5.30836
H 0.97858 -1.53729 7.16087
H 2.41337 -2.51966 6.88081
H 2.57826 -0.88654 7.54295